Computed, not measured: 2 unconnected molecules or ions with the total composition C3H5NO2 at a distorted geometry, with the ωB97M-V functional and the def2-TZVPD basis.

Calculated values
Orbital gap = 9.11 eV
Energy = -322.52332 Eh
Highest occupied orbital energy = -8.193 eV
Energy above the lowest of the compared OMol25 structures with the same formula, charge and spin = 32.0 kcal per mole
2S+1 = 1
Net charge = 0

Element x y z (Å)
N  -1.9306  -0.2344  -0.0454
C  -0.6415  0.2442  0.0928
O  -0.4303  1.3151  -0.7126
C  0.2856  -0.2493  0.9331
C  2.2099  0.2490  -1.2617
O  3.0120  -0.5381  -1.4235
H  -2.1081  -1.1193  0.4061
H  -2.3148  -0.1660  -0.9780
H  0.1098  -1.1679  1.4770
H  1.1678  0.3271  1.1959
H  0.5257  1.3379  -0.8689

Computed, not measured: C3H5NO2 in the gas phase, with the ωB97M-V functional and the def2-TZVPD basis.

Calculated values
Orbital gap = 7.51 eV
Energy = -322.43751 Eh
Highest occupied orbital energy = -7.917 eV
Energy above the lowest of the compared OMol25 structures with the same formula, charge and spin = 85.9 kcal per mole
2S+1 = 1
Net charge = 0

Element x y z (Å)
N  1.7961  0.0570  -0.2283
C  0.5971  0.0700  -0.7051
C  -1.5181  -0.5317  0.4664
O  -1.7503  0.4816  -0.4944
C  -0.4697  0.5271  0.2355
O  -0.0770  1.4241  1.0454
H  1.8561  0.3837  0.7426
H  2.6284  -0.1506  -0.7650
H  0.4452  -0.1593  -1.7583
H  -1.4714  -1.5642  0.1070
H  -2.0526  -0.4028  1.4109

Computed, not measured: C3H5NO2 in the gas phase at a distorted geometry, with the ωB97M-V functional and the def2-TZVPD basis.

Calculated values
Orbital gap = 8.88 eV
Energy = -322.39501 Eh
Highest occupied orbital energy = -8.336 eV
Energy above the lowest of the compared OMol25 structures with the same formula, charge and spin = 112.5 kcal per mole
2S+1 = 1
Net charge = 0

Element x y z (Å)
N  1.8626  -1.0254  -0.3730
C  0.6981  -0.5134  -0.2116
C  -0.4403  -0.6868  0.8216
O  -1.3933  0.2424  0.5840
C  -0.6851  1.2872  -0.0781
O  0.2811  0.6567  -0.8699
H  2.4973  -0.2841  -0.6694
H  -0.2250  -1.4124  -0.4234
H  -0.8418  -1.5148  1.4083
H  -1.3907  1.8276  -0.7050
H  -0.2102  1.9323  0.6734

Computed, not measured: C3H5NO2 in the gas phase, with the ωB97M-V functional and the def2-TZVPD basis.

Calculated values
Orbital gap = 9.22 eV
Energy = -322.42672 Eh
Highest occupied orbital energy = -9.078 eV
Energy above the lowest of the compared OMol25 structures with the same formula, charge and spin = 92.6 kcal per mole
2S+1 = 1
Net charge = 0

Element x y z (Å)
O  -0.2645  1.9816  0.9606
C  0.1920  1.3681  -0.0828
C  1.2828  -0.9718  0.0268
O  0.0568  -0.9568  -0.7125
C  -0.6431  0.1449  -0.3785
N  -1.9071  0.2642  -0.3645
H  -1.0905  1.5569  1.2969
H  1.6619  0.0623  0.0798
H  2.0107  -1.5823  -0.5016
H  1.0922  -1.3641  1.0322
H  -2.3744  -0.5855  -0.6837

Computed, not measured: C3H5NO2 in the gas phase, with the ωB97M-V functional and the def2-TZVPD basis.

Calculated values
Orbital gap = 10.79 eV
Energy = -322.51374 Eh
Highest occupied orbital energy = -9.912 eV
Energy above the lowest of the compared OMol25 structures with the same formula, charge and spin = 38.0 kcal per mole
SMILES = NC(=O)[C@H]1CO1
2S+1 = 1
Net charge = 0

Element x y z (Å)
N  -1.3866  0.3045  1.2108
C  -1.0119  -0.1798  0.0036
O  -1.7557  -0.4825  -0.9093
C  0.5033  -0.3040  0.0738
C  1.3891  -0.1385  -1.0655
O  1.2015  0.9200  -0.1345
H  -0.6447  0.5459  1.8429
H  -2.3608  0.3838  1.4559
H  0.8303  -0.8524  0.9544
H  2.3574  -0.6346  -1.0144
H  0.9581  0.0365  -2.0465

Computed, not measured: C3H5NO2 in the gas phase at a distorted geometry, with the ωB97M-V functional and the def2-TZVPD basis.

Calculated values
Orbital gap = 9.97 eV
Energy = -322.35059 Eh
Highest occupied orbital energy = -9.687 eV
Energy above the lowest of the compared OMol25 structures with the same formula, charge and spin = 140.4 kcal per mole
SMILES = C=NOCC=O
2S+1 = 1
Net charge = 0

Element x y z (Å)
C  0.7321  1.1829  0.0904
N  1.5444  0.2393  -0.4517
O  1.1363  -1.0423  -0.2505
C  -0.0268  -1.0020  0.3044
C  -1.0778  -0.1786  -0.3947
O  -2.2140  0.1586  -0.2021
H  -0.2221  1.4157  0.6303
H  1.1871  2.1250  0.2181
H  -0.1026  -0.7305  1.2903
H  -0.4066  -1.9361  0.2376
H  -0.5499  -0.2321  -1.4721

Computed, not measured: 2 unconnected molecules or ions with the total composition C3H5NO2 at a distorted geometry, with the ωB97M-V functional and the def2-TZVPD basis.

Calculated values
Orbital gap = 11.53 eV
Energy = -322.55508 Eh
Highest occupied orbital energy = -10.713 eV
Energy above the lowest of the compared OMol25 structures with the same formula, charge and spin = 12.1 kcal per mole
SMILES = CC#N.O=CO
2S+1 = 1
Net charge = 0

Element x y z (Å)
C  0.5566  -1.3966  1.0419
C  -0.5539  -1.2477  0.1115
N  -1.4450  -1.1044  -0.6117
H  0.5091  -0.5995  1.7848
H  1.4977  -1.3027  0.4990
H  0.5002  -2.3670  1.5378
O  0.6592  1.3294  -0.3320
C  -0.0237  2.0050  -1.0640
O  -1.1422  1.6214  -1.6650
H  0.2076  3.0490  -1.3246
H  -1.3339  0.6897  -1.4186

Computed, not measured: a molecular structure, C3H5NO2, with the ωB97M-V functional and the def2-TZVPD basis.

Calculated values
Orbital gap = 10.71 eV
Energy = -322.53198 Eh
Highest occupied orbital energy = -9.922 eV
Energy above the lowest of the compared OMol25 structures with the same formula, charge and spin = 26.6 kcal per mole
2S+1 = 1
Net charge = 0

Element x y z (Å)
N  -0.6019  -1.1870  -0.8262
C  0.2867  -0.1679  -0.3344
C  -0.2422  1.2654  -0.1420
O  0.2113  1.2588  1.2426
C  0.5487  -0.0608  1.1749
O  0.8514  -0.7953  2.0654
H  -1.0956  -1.6416  -0.0652
H  -0.0971  -1.9076  -1.3251
H  1.2295  -0.1732  -0.8920
H  0.2397  2.0666  -0.7050
H  -1.3304  1.3425  -0.1929